A cluster of 13 separate species, C39H104O13 in total, computed with ωB97M-V with the def2-TZVPD basis set.

Summary:
E_LUMO: 0.20 eV
highest occupied orbital energy: -0.366 hartree
relative energy (zero: lowest compared OMol25 entry of this formula, charge and spin): 7.540 eV
charge: 0
Kohn-Sham gap: 0.3729 hartree

Each atom is followed by the atoms it is bonded to, with distances in Å.
Geometry (Å):
1 O -3.57 -5.88 6.21  C14 1.495, H111 0.960
2 O 8.24 1.96 6.91  C47 1.428, H56 0.960
3 O -5.34 3.28 -3.63  C41 1.432, H134 0.960
4 O 0.11 -0.15 -6.92  C35 1.369, H125 0.960
5 O -5.41 -1.02 -7.72  C25 1.431, H132 0.960
6 O -3.42 -6.77 -4.78  C27 1.455, H76 0.960
7 O 0.53 10.48 5.73  C30 1.434, H74 0.960
8 O -4.83 -2.50 2.32  C44 1.407, H86 0.960
9 O -3.91 6.24 7.29  C21 1.376, H60 0.960
10 O 4.44 -9.60 -2.30  C39 1.411, H151 0.960
11 O -0.90 -0.26 -0.59  C19 1.428, H113 0.960
12 O 10.74 -0.72 1.79  C45 1.394, H78 0.960
13 O 5.04 8.01 -2.17  C23 1.400, H110 0.960
14 C -3.53 -7.34 5.91  O1 1.495, C16 1.603, C52 1.494, H53 1.090
15 C 5.92 1.44 7.14  C47 1.538, H73 1.090, H95 1.090, H122 1.090
16 C -2.40 -7.65 4.82  C14 1.603, H80 1.090, H129 1.090, H142 1.090
17 C -7.40 4.45 -3.55  C41 1.497, H116 1.090, H118 1.090, H152 1.090
18 C 4.70 -10.71 -0.26  C39 1.581, H98 1.090, H114 1.090, H139 1.090
19 C 0.44 0.11 -0.27  O11 1.428, C20 1.636, C38 1.464, H106 1.090
20 C 0.47 1.21 0.94  C19 1.636, H77 1.090, H85 1.090, H138 1.090
21 C -4.28 5.10 6.60  O9 1.376, C26 1.520, C43 1.494, H54 1.090
22 C -4.98 -8.05 -3.35  C27 1.541, H66 1.090, H105 1.090, H120 1.090
23 C 5.10 6.76 -2.79  O13 1.400, C24 1.543, C33 1.568, H128 1.090
24 C 4.08 5.77 -2.19  C23 1.543, H94 1.090, H100 1.090, H108 1.090
25 C -5.84 -0.92 -9.08  O5 1.431, C32 1.578, C40 1.619, H107 1.090
26 C -3.32 4.02 7.08  C21 1.520, H87 1.090, H103 1.090, H115 1.090
27 C -3.51 -7.78 -3.73  O6 1.455, C22 1.541, C46 1.513, H102 1.090
28 C 7.38 1.71 9.15  C47 1.545, H59 1.090, H84 1.090, H92 1.090
29 C -5.17 5.44 -2.81  C41 1.543, H70 1.090, H112 1.090, H154 1.090
30 C 1.77 10.05 5.16  O7 1.434, C36 1.556, C42 1.430, H140 1.090
31 C 0.70 2.01 -7.87  C35 1.521, H83 1.090, H141 1.090, H147 1.090
32 C -7.10 -1.86 -9.27  C25 1.578, H90 1.090, H96 1.090, H149 1.090
33 C 4.54 7.07 -4.23  C23 1.568, H72 1.090, H99 1.090, H156 1.090
34 C 9.43 -0.31 -0.16  C45 1.580, H64 1.090, H117 1.090, H148 1.090
35 C 1.00 0.53 -7.70  O4 1.369, C31 1.521, C50 1.503, H146 1.090
36 C 1.59 8.95 4.07  C30 1.556, H67 1.090, H91 1.090, H135 1.090
37 C 11.08 -2.26 0.01  C45 1.487, H62 1.090, H89 1.090, H143 1.090
38 C 1.24 -1.09 0.01  C19 1.464, H57 1.090, H63 1.090, H144 1.090
39 C 5.12 -9.42 -1.08  O10 1.411, C18 1.581, C49 1.590, H145 1.090
40 C -6.06 0.62 -9.54  C25 1.619, H101 1.090, H119 1.090, H127 1.090
41 C -5.94 4.56 -3.83  O3 1.432, C17 1.497, C29 1.543, H79 1.090
42 C 2.60 9.59 6.23  C30 1.430, H65 1.090, H69 1.090, H93 1.090
43 C -4.29 5.43 5.15  C21 1.494, H71 1.090, H75 1.090, H81 1.090
44 C -6.19 -2.17 2.40  O8 1.407, C48 1.523, C51 1.448, H68 1.090
45 C 10.11 -1.41 0.75  O12 1.394, C34 1.580, C37 1.487, H97 1.090
46 C -2.70 -7.27 -2.56  C27 1.513, H82 1.090, H104 1.090, H131 1.090
47 C 7.33 1.19 7.70  O2 1.428, C15 1.538, C28 1.545, H137 1.090
48 C -6.73 -1.87 1.01  C44 1.523, H58 1.090, H88 1.090, H155 1.090
49 C 4.65 -8.06 -0.39  C39 1.590, H55 1.090, H61 1.090, H133 1.090
50 C 1.05 -0.29 -8.96  C35 1.503, H109 1.090, H150 1.090, H153 1.090
51 C -6.35 -1.06 3.31  C44 1.448, H123 1.090, H126 1.090, H136 1.090
52 C -4.82 -7.88 5.36  C14 1.494, H121 1.090, H124 1.090, H130 1.090
53 H -3.34 -7.89 6.83  C14 1.090
54 H -5.31 4.92 6.90  C21 1.090
55 H 4.78 -7.23 -1.08  C49 1.090
56 H 9.11 1.96 7.31  O2 0.960
57 H 1.59 -1.61 -0.88  C38 1.090
58 H -7.81 -1.99 0.96  C48 1.090
59 H 7.05 2.75 9.21  C28 1.090
60 H -4.25 6.21 8.19  O9 0.960
61 H 5.21 -7.81 0.51  C49 1.090
62 H 10.60 -3.02 -0.60  C37 1.090
63 H 2.17 -0.73 0.44  C38 1.090
64 H 8.58 -0.75 -0.68  C34 1.090
65 H 2.84 10.38 6.94  C42 1.090
66 H -5.53 -7.19 -2.98  C22 1.090
67 H 1.17 8.01 4.42  C36 1.090
68 H -6.83 -2.98 2.76  C44 1.090
69 H 3.53 9.26 5.77  C42 1.090
70 H -5.46 6.48 -2.93  C29 1.090
71 H -5.11 6.07 4.81  C43 1.090
72 H 4.41 6.17 -4.84  C33 1.090
73 H 5.77 0.81 6.26  C15 1.090
74 H 0.00 9.75 6.06  O7 0.960
75 H -3.35 5.90 4.86  C43 1.090
76 H -3.60 -6.02 -4.20  O6 0.960
77 H 1.42 1.46 1.40  C20 1.090
78 H 10.06 -0.36 2.35  O12 0.960
79 H -5.70 4.86 -4.85  C41 1.090
80 H -2.35 -6.82 4.11  C16 1.090
81 H -4.34 4.51 4.56  C43 1.090
82 H -2.84 -7.91 -1.69  C46 1.090
83 H -0.24 2.17 -8.40  C31 1.090
84 H 6.62 1.14 9.68  C28 1.090
85 H 0.04 2.18 0.70  C20 1.090
86 H -4.45 -1.73 1.89  O8 0.960
87 H -2.25 4.14 6.89  C26 1.090
88 H -6.40 -0.92 0.59  C48 1.090
89 H 11.76 -1.64 -0.57  C37 1.090
90 H -7.25 -1.90 -10.35  C32 1.090
91 H 0.90 9.27 3.29  C36 1.090
92 H 8.35 1.49 9.58  C28 1.090
93 H 2.12 8.76 6.76  C42 1.090
94 H 4.58 5.24 -1.39  C24 1.090
95 H 5.18 1.26 7.92  C15 1.090
96 H -7.99 -1.43 -8.83  C32 1.090
97 H 9.41 -2.06 1.28  C45 1.090
98 H 4.91 -11.67 -0.72  C18 1.090
99 H 3.59 7.61 -4.28  C33 1.090
100 H 3.32 6.31 -1.62  C24 1.090
101 H -5.19 1.10 -9.97  C40 1.090
102 H -3.03 -8.70 -4.04  C27 1.090
103 H -3.53 3.02 6.71  C26 1.090
104 H -3.09 -6.33 -2.18  C46 1.090
105 H -5.49 -8.57 -4.17  C22 1.090
106 H 0.89 0.60 -1.14  C19 1.090
107 H -5.01 -1.35 -9.64  C25 1.090
108 H 3.50 5.19 -2.92  C24 1.090
109 H 1.97 -0.10 -9.51  C50 1.090
110 H 5.96 8.16 -1.93  O13 0.960
111 H -3.66 -5.38 5.39  O1 0.960
112 H -5.44 5.25 -1.77  C29 1.090
113 H -0.92 -0.05 -1.53  O11 0.960
114 H 3.64 -10.64 -0.01  C18 1.090
115 H -3.41 3.72 8.12  C26 1.090
116 H -7.74 3.78 -2.76  C17 1.090
117 H 10.09 0.11 -0.93  C34 1.090
118 H -7.79 5.43 -3.24  C17 1.090
119 H -6.72 0.61 -10.41  C40 1.090
120 H -5.05 -8.83 -2.59  C22 1.090
121 H -4.90 -8.96 5.48  C52 1.090
122 H 5.74 2.48 6.86  C15 1.090
123 H -5.95 -1.36 4.28  C51 1.090
124 H -5.66 -7.45 5.91  C52 1.090
125 H 0.30 -1.08 -7.04  O4 0.960
126 H -7.37 -0.78 3.54  C51 1.090
127 H -6.43 1.32 -8.80  C40 1.090
128 H 6.10 6.33 -2.72  C23 1.090
129 H -2.60 -8.56 4.26  C16 1.090
130 H -4.99 -7.69 4.30  C52 1.090
131 H -1.64 -7.14 -2.78  C46 1.090
132 H -4.46 -0.87 -7.68  O5 0.960
133 H 3.59 -8.19 -0.15  C49 1.090
134 H -5.67 2.53 -4.14  O3 0.960
135 H 2.50 8.73 3.50  C36 1.090
136 H -5.78 -0.19 2.97  C51 1.090
137 H 7.53 0.12 7.65  C47 1.090
138 H 0.21 0.76 1.90  C20 1.090
139 H 5.38 -10.76 0.59  C18 1.090
140 H 2.27 10.92 4.74  C30 1.090
141 H 0.47 2.44 -6.90  C31 1.090
142 H -1.48 -7.82 5.38  C16 1.090
143 H 11.66 -2.74 0.81  C37 1.090
144 H 0.83 -1.79 0.74  C38 1.090
145 H 6.19 -9.37 -1.24  C39 1.090
146 H 2.00 0.54 -7.26  C35 1.090
147 H 1.57 2.54 -8.28  C31 1.090
148 H 9.02 0.43 0.52  C34 1.090
149 H -6.75 -2.80 -8.85  C32 1.090
150 H 0.19 -0.05 -9.58  C50 1.090
151 H 4.46 -8.82 -2.86  O10 0.960
152 H -8.07 4.22 -4.38  C17 1.090
153 H 1.06 -1.35 -8.72  C50 1.090
154 H -4.11 5.21 -2.89  C29 1.090
155 H -6.46 -2.72 0.37  C48 1.090
156 H 5.22 7.79 -4.68  C33 1.090

Mulliken population analysis, charges in e, atoms 1 to 5:
1 O -0.537
2 O -0.543
3 O -0.567
4 O -0.522
5 O -0.557